{
  "formula": "C22H27FN4O2",
  "method": "ωB97M-V with the def2-TZVPD basis set",
  "elements": ["C", "C", "N", "C", "C", "C", "C", "N", "C", "O", "C", "C", "C", "N", "C", "C", "C", "C", "O", "N", "C", "C", "C", "C", "F", "C", "C", "C", "C", "H", "H", "H", "H", "H", "H", "H", "H", "H", "H", "H", "H", "H", "H", "H", "H", "H", "H", "H", "H", "H", "H", "H", "H", "H", "H", "H"],
  "coordinates": [[-2.9054, -2.9005, -1.4329], [-4.0224, -2.2866, -0.5928], [-3.9608, -0.8342, -0.5832], [-4.2051, -0.2006, -1.8661], [-5.6196, -0.3513, -2.4374], [-4.7109, -0.2345, 0.5074], [-3.9375, -0.3541, 1.8339], [-2.5305, -0.1080, 1.6355], [-2.0233, 1.1556, 1.6459], [-2.6571, 2.1232, 2.0246], [-0.6181, 1.2237, 1.1931], [-0.0793, 2.2805, 0.4456], [-0.7552, 3.4981, -0.0579], [1.2044, 2.0067, 0.1941], [1.5579, 0.8101, 0.7712], [2.8359, 0.2349, 0.7051], [3.9726, 0.6746, 0.0810], [4.2031, 1.8864, -0.7178], [3.4436, 2.8036, -1.0170], [5.5110, 1.8472, -1.1244], [6.1580, 0.7196, -0.6594], [7.4640, 0.3153, -0.8429], [7.8622, -0.8779, -0.2565], [6.9516, -1.6145, 0.4837], [7.3678, -2.7742, 1.0443], [5.6382, -1.2240, 0.6783], [5.2359, -0.0341, 0.0939], [0.4128, 0.2972, 1.4116], [0.3515, -0.9584, 2.2110], [-1.9567, -2.4223, -1.1996], [-2.8248, -3.9632, -1.2175], [-3.0966, -2.7862, -2.4963], [-3.8999, -2.6203, 0.4402], [-4.9978, -2.6636, -0.9426], [-3.4831, -0.6031, -2.5792], [-3.9822, 0.8635, -1.7412], [-5.8509, -1.3944, -2.6393], [-6.3596, 0.0422, -1.7446], [-5.6949, 0.2002, -3.3711], [-4.8233, 0.8278, 0.2844], [-5.7146, -0.6714, 0.6334], [-4.3106, 0.3928, 2.5367], [-4.0549, -1.3473, 2.2754], [-2.0683, -0.7793, 1.0421], [-1.6190, 3.7144, 0.5649], [-0.0704, 4.3433, -0.0499], [-1.0950, 3.3454, -1.0834], [1.8805, 2.5628, -0.3422], [2.9264, -0.7098, 1.2263], [5.9313, 2.5652, -1.6921], [8.1584, 0.9035, -1.4222], [8.8706, -1.2419, -0.3670], [4.9745, -1.8377, 1.2653], [0.2705, -1.8312, 1.5608], [-0.5081, -0.9414, 2.8758], [1.2528, -1.0716, 2.8107]],
  "smiles": "CCN(CC)CCNC(=O)c1c(C)[nH]c(/C=C2\\C(=O)Nc3ccc(F)cc32)c1C",
  "de_lowest_kj_mol": 45.5,
  "lumo_energy_ev": -0.46,
  "orbital_gap_ev": 6.98,
  "total_energy_ev": -36026.741
}

=====

{
  "formula": "C22H27LaNO3P2",
  "method": "ωB97M-V with the def2-TZVPD basis set",
  "elements": ["C", "C", "C", "C", "C", "C", "C", "C", "C", "C", "C", "C", "C", "H", "H", "H", "H", "H", "H", "H", "N", "La", "C", "H", "H", "C", "H", "H", "P", "P", "C", "H", "H", "H", "C", "H", "H", "H", "C", "H", "H", "H", "C", "H", "H", "H", "C", "O", "H", "C", "O", "C", "O", "H", "H", "H"],
  "coordinates": [[2.8484, -0.4525, 3.0211], [2.4423, 0.1532, 1.8399], [2.3299, -0.6390, 0.6467], [2.4223, -2.0742, 0.7155], [2.7573, -2.6567, 1.9716], [2.9678, -1.8623, 3.0956], [2.2082, -2.7883, -0.4656], [1.7682, -2.1548, -1.6349], [1.6998, -0.7162, -1.6183], [1.1172, -0.0183, -2.7217], [0.8194, -0.7266, -3.8776], [0.8477, -2.1353, -3.8848], [1.3125, -2.8363, -2.7915], [3.0652, 0.1668, 3.8947], [2.8467, -3.7424, 2.0230], [3.1942, -2.3140, 4.0607], [2.3510, -3.8683, -0.4611], [0.5333, -0.1754, -4.7739], [0.5029, -2.6551, -4.7787], [1.3931, -3.9262, -2.8086], [2.1032, -0.0200, -0.5337], [-2.7953, -0.5944, 0.4199], [1.9462, 1.5794, 1.7495], [2.3129, 2.0071, 0.8058], [2.2641, 2.1831, 2.6152], [0.7691, 1.4322, -2.4859], [1.5528, 1.8929, -1.8721], [0.6252, 1.9802, -3.4274], [0.0732, 1.6406, 1.5933], [-0.7953, 1.5889, -1.4523], [-1.9452, 1.2122, -2.8336], [-2.9715, 1.4875, -2.5576], [-1.6359, 1.7893, -3.7163], [-1.9050, 0.1397, -3.0613], [-0.8565, 3.4166, -1.5533], [-0.9416, 3.7035, -2.6113], [-1.7185, 3.8050, -1.0005], [0.0614, 3.8532, -1.1371], [-0.2636, 1.0475, 3.2993], [0.2421, 1.6959, 4.0269], [-1.3405, 1.0659, 3.4992], [0.1148, 0.0244, 3.3962], [-0.0941, 3.4387, 1.8910], [-1.1510, 3.7231, 1.8232], [0.2851, 3.6574, 2.8989], [0.4800, 4.0044, 1.1452], [-3.0854, 1.9641, 0.6293], [-3.4251, 3.0624, 0.7886], [-1.6519, -0.4099, 1.7915], [-4.3928, -3.3557, 1.7427], [-3.8360, -2.1648, 1.2019], [-2.0331, -1.8648, -1.6483], [-1.8066, -2.5699, -2.5385], [-4.9901, -3.8790, 0.9892], [-5.0168, -3.0728, 2.5912], [-3.6059, -4.0416, 2.0790]],
  "charge": 1,
  "de_lowest_kj_mol": 0.0,
  "lumo_energy_ev": -4.23,
  "orbital_gap_ev": 6.05,
  "total_energy_ev": -50313.718
}

=====

{
  "formula": "C22H27N3O2",
  "method": "ωB97M-V with the def2-TZVPD basis set",
  "elements": ["C", "C", "C", "C", "C", "C", "O", "N", "C", "C", "C", "C", "C", "C", "N", "C", "C", "N", "C", "O", "C", "C", "C", "C", "C", "C", "C", "H", "H", "H", "H", "H", "H", "H", "H", "H", "H", "H", "H", "H", "H", "H", "H", "H", "H", "H", "H", "H", "H", "H", "H", "H", "H", "H"],
  "coordinates": [[0.0662, 5.6876, -3.1881], [0.2794, 4.7425, -2.0076], [0.4347, 3.3181, -2.0089], [0.5864, 2.6791, -0.9520], [0.7296, 3.3343, 0.1817], [0.7497, 2.5263, 1.5741], [1.3024, 3.0083, 2.7961], [0.2986, 1.3504, 1.7332], [0.1810, 0.4093, 2.4720], [0.2546, 0.6791, 4.0503], [0.1968, -0.1821, 4.9782], [-0.5220, -1.3549, 4.6914], [-0.6647, -1.7825, 3.2116], [-0.4307, -0.8684, 2.2980], [-0.4887, -1.4053, 1.0328], [0.5410, -1.2149, 0.1837], [1.0444, -2.5789, -0.4509], [-0.3023, -2.9204, -1.1790], [0.0688, -3.6042, -2.4084], [1.1092, -3.7642, -2.7550], [-0.7966, -3.9223, -3.3182], [-0.6983, -5.1154, -4.3724], [-1.3077, -2.5833, -4.3658], [-1.4650, -2.5556, -0.8840], [-1.2419, -2.4295, 0.6652], [0.4266, 4.7838, 0.3924], [0.1675, 5.6153, -0.7634], [-0.1463, 5.0906, -3.9845], [-0.4609, 6.3390, -3.0147], [1.0193, 6.1344, -3.5352], [0.4730, 2.9834, -2.9729], [0.6652, 1.7571, -0.9024], [-0.1933, 0.9487, 0.8379], [0.5904, 1.6580, 4.0153], [0.1971, 0.0732, 5.8857], [-0.6101, -2.2785, 5.3632], [-0.8841, -2.7458, 3.2612], [1.4969, -0.7818, 0.7002], [0.4794, -0.4469, -0.8260], [1.6806, -2.6156, -1.1804], [0.8850, -3.2200, 0.4592], [-1.9245, -3.9846, -3.0316], [-0.6162, -5.8783, -3.9438], [-1.4449, -5.2647, -4.9810], [0.1558, -4.7640, -4.8555], [-1.9949, -2.7814, -4.9336], [-0.1922, -2.3298, -4.8831], [-1.5041, -1.7560, -3.6710], [-1.8475, -1.7985, -1.1564], [-2.2860, -3.3233, -0.8718], [-1.3493, -3.3000, 1.1659], [-2.4244, -2.1419, 1.0955], [0.6034, 5.1785, 1.4720], [0.3521, 6.5386, -0.5676]],
  "smiles": "Cc1ccc(C(=O)Nc2ccccc2N2CCN(C(=O)C(C)C)CC2)cc1",
  "de_lowest_kj_mol": 2423.3,
  "lumo_energy_ev": -0.17,
  "orbital_gap_ev": 7.28,
  "total_energy_ev": -31794.616
}

=====

{
  "formula": "C22H27N3O3",
  "method": "ωB97M-V with the def2-TZVPD basis set",
  "elements": ["C", "C", "C", "C", "C", "C", "C", "N", "C", "O", "O", "C", "C", "N", "C", "C", "N", "C", "C", "C", "C", "C", "C", "C", "C", "C", "C", "O", "H", "H", "H", "H", "H", "H", "H", "H", "H", "H", "H", "H", "H", "H", "H", "H", "H", "H", "H", "H", "H", "H", "H", "H", "H", "H", "H"],
  "coordinates": [[-0.0159, -0.9880, -4.0466], [1.2687, -1.1718, -3.2904], [2.1840, -2.1327, -3.6907], [3.3740, -2.3237, -3.0102], [3.6542, -1.5518, -1.8974], [2.7579, -0.5870, -1.4769], [1.5729, -0.3827, -2.1733], [0.6726, 0.6289, -1.8110], [0.7635, 1.5121, -0.7815], [1.4945, 1.4528, 0.1709], [-0.1450, 2.5026, -0.9941], [-0.1533, 3.5822, -0.0635], [-1.5369, 3.7680, 0.5614], [-1.8834, 2.6890, 1.4635], [-2.8164, 1.6704, 1.0427], [-2.2048, 0.2750, 0.8708], [-2.0913, -0.4019, 2.1440], [-2.0214, -1.8511, 2.0150], [-0.9137, -2.3762, 1.1317], [-1.1815, -2.7611, -0.1765], [-0.1776, -3.2570, -0.9884], [1.1141, -3.3649, -0.5050], [1.3973, -2.9623, 0.7880], [0.3899, -2.4763, 1.6019], [-1.0737, 0.1887, 2.9925], [-1.5612, 1.5184, 3.5842], [-1.2838, 2.7002, 2.6817], [-0.5574, 3.6156, 3.0205], [-0.8741, -1.0832, -3.3812], [-0.1029, -1.7420, -4.8247], [-0.0544, -0.0084, -4.5263], [1.9596, -2.7424, -4.5545], [4.0733, -3.0751, -3.3456], [4.5747, -1.6957, -1.3522], [2.9721, 0.0162, -0.6112], [-0.0466, 0.8444, -2.4865], [0.5826, 3.3868, 0.7221], [0.1267, 4.4864, -0.6125], [-2.2928, 3.8449, -0.2211], [-1.5071, 4.6977, 1.1381], [-3.2363, 1.9870, 0.0862], [-3.6352, 1.5941, 1.7670], [-2.8767, -0.3106, 0.2387], [-1.2340, 0.3584, 0.3550], [-2.9871, -2.1794, 1.6153], [-1.9182, -2.2625, 3.0225], [-2.1925, -2.6917, -0.5557], [-0.4031, -3.5685, -1.9979], [1.8957, -3.7605, -1.1347], [2.4053, -3.0370, 1.1675], [0.6166, -2.1861, 2.6173], [-0.8891, -0.5008, 3.8190], [-0.1230, 0.3499, 2.4585], [-2.6287, 1.4414, 3.7976], [-1.0320, 1.7152, 4.5173]],
  "smiles": "Cc1ccccc1NC(=O)OCCN1CCN(Cc2ccccc2)CCC1=O",
  "de_lowest_kj_mol": 166.1,
  "lumo_energy_ev": 0.56,
  "orbital_gap_ev": 8.99,
  "total_energy_ev": -33866.529
}

=====

{
  "formula": "C22H27N4",
  "method": "ωB97M-V with the def2-TZVPD basis set",
  "elements": ["C", "N", "C", "C", "C", "C", "C", "C", "C", "C", "C", "C", "C", "C", "C", "N", "C", "C", "C", "C", "H", "H", "H", "H", "H", "H", "H", "H", "H", "H", "H", "H", "H", "H", "H", "H", "H", "H", "H", "C", "C", "N", "C", "C", "N", "H", "H", "H", "H", "H", "H", "H", "H"],
  "coordinates": [[2.2875, 2.5349, -5.0675], [1.1752, 1.6066, -4.8823], [0.2593, 1.5142, -6.0181], [1.0104, 0.8388, -3.6834], [0.2127, 1.3190, -2.6313], [0.0375, 0.5870, -1.4927], [0.6610, -0.6738, -1.3343], [0.3826, -1.5093, -0.2204], [-0.8745, -1.5629, 0.4351], [-1.2053, -2.3269, 1.6186], [-0.4317, -3.0583, 2.5312], [-1.0631, -3.7029, 3.5677], [-2.4533, -3.6404, 3.7110], [-3.2268, -2.9305, 2.8259], [-2.6018, -2.2579, 1.7764], [-3.1137, -1.4678, 0.7350], [-4.5197, -1.2048, 0.4472], [-2.0810, -1.0558, -0.0603], [1.5205, -1.1174, -2.3668], [1.6622, -0.3955, -3.5178], [2.9219, 2.5495, -4.1838], [2.8820, 2.2311, -5.9264], [1.9040, 3.5378, -5.2437], [-0.5392, 0.8051, -5.8085], [-0.1764, 2.4914, -6.2192], [0.8040, 1.1846, -6.9012], [-0.2557, 2.2811, -2.7385], [-0.5443, 0.9796, -0.6763], [1.1087, -2.2597, 0.0412], [0.6377, -3.0991, 2.4142], [-0.4782, -4.2704, 4.2733], [-2.9213, -4.1606, 4.5288], [-4.2965, -2.8977, 2.9142], [-5.1698, -1.6519, 1.1948], [-4.6967, -0.1317, 0.4287], [-4.7740, -1.6159, -0.5276], [-2.2164, -0.5142, -0.9802], [2.0109, -2.0684, -2.2560], [2.2452, -0.7818, -4.3345], [1.6589, -0.0972, 4.0822], [1.6628, 1.1724, 3.3304], [1.9581, 1.2496, 2.0743], [1.9171, 2.5907, 1.6549], [1.5889, 3.4520, 2.8925], [1.3614, 2.4253, 3.9005], [1.4162, 0.0706, 5.1314], [0.9242, -0.7823, 3.6618], [2.6344, -0.5789, 4.0238], [2.8839, 2.8598, 1.2096], [1.1559, 2.6925, 0.8702], [2.4181, 4.1107, 3.1795], [0.6914, 4.0680, 2.7602], [1.6449, 2.6619, 4.8562]],
  "charge": 1,
  "de_lowest_kj_mol": 166.7,
  "lumo_energy_ev": -4.86,
  "orbital_gap_ev": 5.64,
  "total_energy_ev": -29205.382
}

=====

{
  "formula": "C22H27N5NaO3P2S",
  "method": "ωB97M-V with the def2-TZVPD basis set",
  "elements": ["C", "C", "C", "C", "C", "C", "C", "C", "O", "N", "O", "C", "P", "N", "O", "C", "N", "C", "C", "C", "C", "C", "N", "C", "C", "C", "C", "C", "N", "C", "C", "P", "S", "H", "H", "H", "H", "H", "H", "H", "H", "H", "H", "H", "H", "H", "H", "H", "H", "H", "H", "H", "H", "H", "H", "H", "H", "H", "H", "H", "Na"],
  "coordinates": [[4.7146, 3.1926, 0.1427], [4.7607, 1.9764, 0.3046], [5.0181, 0.4371, 0.5020], [4.6027, 0.0024, 1.9820], [3.2908, -0.9053, 2.0809], [2.2370, -0.6887, 0.9298], [1.9371, -1.7896, -0.1155], [2.6418, -3.2124, -0.0707], [2.5300, -3.8435, 1.2470], [1.2264, -3.8009, 1.6962], [1.2622, -3.3910, 2.8089], [0.9340, -1.4787, -1.2085], [0.5256, -2.7464, -2.5944], [2.0169, -3.4311, -3.2387], [-0.3735, -3.9593, -1.7439], [0.1849, -0.1336, -1.2751], [-0.7366, 0.0382, -2.3209], [-1.3692, 1.2606, -2.2719], [-2.4695, 1.5573, -3.3689], [-3.7233, 0.5613, -3.2628], [-4.0242, 0.0670, -1.7817], [-4.4389, 1.2885, -0.8311], [-4.3056, 0.9134, 0.6072], [-4.1887, -0.3987, 1.1601], [-4.0386, -0.4306, 2.6510], [-4.0805, 1.0516, 3.0385], [-4.2667, 1.7686, 1.7430], [-1.0523, 2.3088, -1.2242], [-0.1275, 2.2027, -0.2087], [0.4627, 0.9300, -0.2615], [1.4974, 0.6022, 0.8314], [1.8096, 1.9247, 2.1333], [0.1179, 2.4763, 3.0153], [4.4249, 4.2744, 0.0917], [6.1508, 0.3061, 0.4357], [4.5859, -0.1987, -0.3221], [4.5928, 0.9313, 2.6205], [5.4620, -0.6367, 2.3789], [3.6266, -1.9701, 2.2235], [2.7663, -0.6119, 3.0538], [3.7316, -3.1447, -0.3903], [2.1648, -3.9516, -0.7924], [1.9883, -4.4547, -3.0994], [2.8440, -3.0521, -2.7528], [-0.9419, -3.4201, -1.1442], [-2.0052, 1.3691, -4.3920], [-2.7739, 2.6544, -3.3767], [-4.6225, 1.0670, -3.7482], [-3.5484, -0.3772, -3.8883], [-4.9476, -0.5993, -1.8403], [-3.1798, -0.5576, -1.3580], [-3.8053, 2.1918, -1.0774], [-5.5409, 1.4839, -1.0227], [-4.2106, -1.3491, 0.5475], [-3.9218, -1.3418, 3.3032], [-4.0026, 1.4740, 4.0736], [-4.3590, 2.8904, 1.6706], [-1.6115, 3.2956, -1.2999], [2.6569, 1.4736, 3.1851], [2.4247, 3.0770, 1.5663], [-0.5240, 4.8270, 4.2588]],
  "charge": 1,
  "lumo_energy_ev": -4.02,
  "orbital_gap_ev": 5.79,
  "total_energy_ev": -70658.697
}